# 1
Computed, not measured: a molecular structure, C19H13BrCdN2O4, with ωB97M-V with the def2-TZVPD basis set.

The value obtained for the orbital gap (alpha / beta) is 0.14270 / 0.15802 hartree. For the energy above the lowest of the compared OMol25 structures with the same formula, charge and spin, the calculation gives 0.0 kJ/mol. The value obtained for the LUMO energy (alpha / beta) is 4.73 / 4.72 eV. The HOMO energy (alpha / beta) is 0.84 / 0.42 eV.

ORCA input file:
```
! wB97M-V def2-TZVPD RIJCOSX def2/J DEFGRID3
* xyz -2 1
Cd 0.51 -1.05 0.64
O -1.76 -5.08 0.87
C -1.13 -3.85 0.96
O -0.52 -3.42 -0.03
C -1.27 -3.19 2.21
C -2.00 -3.73 3.30
C -2.10 -3.02 4.46
C -1.49 -1.74 4.55
C -0.79 -1.27 3.46
N -0.66 -1.95 2.32
C -0.12 0.12 3.52
O -0.22 0.75 4.58
O 0.48 0.48 2.46
H -1.56 -5.34 -0.04
H -2.46 -4.70 3.19
H -2.66 -3.42 5.30
H -1.54 -1.12 5.43
Br -1.90 -0.79 -2.43
C -1.24 0.89 -1.79
C -1.04 1.91 -2.70
C -0.56 3.11 -2.20
C -0.30 3.21 -0.84
C -0.53 2.11 -0.03
N -1.01 0.95 -0.50
H -1.22 1.75 -3.75
H -0.37 3.94 -2.87
H 0.11 4.11 -0.41
H -0.29 2.12 1.03
C 1.86 -0.73 -0.91
C 2.08 0.36 -1.71
C 1.83 0.36 -3.14
C 2.03 1.47 -3.93
C 2.48 2.69 -3.40
C 2.79 2.71 -2.03
C 2.60 1.63 -1.22
H 1.47 -0.56 -3.59
H 1.80 1.40 -4.99
H 2.65 3.55 -4.04
H 3.17 3.63 -1.59
H 2.84 1.70 -0.16
*
```

***

# 2
Computed, not measured: a single C9H13O5P molecule, with ωB97M-V with the def2-TZVPD basis set.

The value obtained for the orbital gap is 0.30501 hartree. As for the SMILES: CCCOCC1=C(P(C)O)C(=O)OC1=O. The value obtained for the LUMO energy is -0.83 eV. The HOMO energy is -9.13 eV.

ORCA input file:
```
! wB97M-V def2-TZVPD RIJCOSX def2/J DEFGRID3
* xyz 0 1
C -2.43 1.23 -2.32
C -1.04 0.77 -2.78
C 0.07 1.21 -1.83
O -0.13 0.59 -0.57
C 0.24 1.39 0.52
C 0.32 0.52 1.73
C 0.89 -0.67 1.95
P 2.09 -1.69 1.07
C 0.99 -3.07 0.57
O 2.26 -0.83 -0.33
C 0.47 -1.11 3.32
O 0.63 -2.17 3.86
O -0.22 -0.08 3.93
C -0.31 0.95 3.02
O -0.82 1.99 3.28
H -2.79 2.05 -2.94
H -2.40 1.59 -1.29
H -3.16 0.43 -2.37
H -1.00 -0.32 -2.84
H -0.80 1.17 -3.77
H 0.06 2.30 -1.73
H 1.05 0.93 -2.23
H -0.52 2.16 0.71
H 1.19 1.91 0.37
H 0.69 -3.59 1.48
H 1.57 -3.76 -0.04
H 0.10 -2.73 0.04
H 3.01 -1.18 -0.82
*
```

***

# 3
Computed, not measured: 3 unconnected molecules or ions with the total composition C4H13N2O, with ωB97M-V with the def2-TZVPD basis set.

The value obtained for the orbital gap is 0.17890 hartree. For the energy above the lowest of the compared OMol25 structures with the same formula, charge and spin, the calculation gives 896.2 kJ/mol. The value obtained for the LUMO energy is -9.04 eV. The HOMO energy is -13.91 eV.

ORCA input file:
```
! wB97M-V def2-TZVPD RIJCOSX def2/J DEFGRID3
* xyz 1 1
C -0.22 0.23 -0.99
C -0.05 0.72 0.53
C -0.19 -0.64 1.26
C -1.37 -0.94 1.80
N 2.57 -2.26 0.17
N 0.86 -0.57 -1.20
H -1.05 -0.49 -0.87
H -0.34 0.93 -1.82
H 1.01 0.96 0.62
H -0.75 1.52 0.78
H -2.27 -0.35 1.78
H -1.38 -1.95 2.20
H 2.18 -1.58 -0.48
H 3.51 -2.02 0.47
H 0.59 -1.38 1.11
H 1.31 -0.36 -2.11
H 2.72 -3.09 -0.41
H -2.94 3.49 -0.84
H -1.78 3.71 -0.58
O -2.41 4.08 -1.42
*
```

***

# 4
Computed, not measured: 3 unconnected molecules or ions with the total composition C3H8ClOPS, with ωB97M-V with the def2-TZVPD basis set.

The value obtained for the orbital gap is 0.30110 hartree. As for the SMILES: S=PCl.C=CC.O. For the energy above the lowest of the compared OMol25 structures with the same formula, charge and spin, the calculation gives 223.1 kJ/mol. The value obtained for the LUMO energy is -0.83 eV. The HOMO energy is -9.03 eV.

ORCA input file:
```
! wB97M-V def2-TZVPD RIJCOSX def2/J DEFGRID3
* xyz 0 1
S -2.25 0.12 -1.63
P -1.74 0.66 0.16
Cl -2.52 -0.83 1.42
C 0.71 0.15 0.60
C 0.40 -1.13 0.66
C 0.43 -2.00 -0.53
H 0.67 0.95 1.45
H 1.00 0.56 -0.31
H 0.18 -1.45 1.71
H -0.55 -2.45 -0.63
H 0.99 -2.90 -0.30
H 0.87 -1.52 -1.35
O 0.58 3.31 -0.05
H 1.18 3.77 -0.58
H 0.06 2.76 -0.62
*
```

***

F_max across the listed records, respectively: 0.10; 0.52; 6.37; 2.96 eV/A.